Entry 1:
C12H26N2P2Zn as an isolated structure, computed with the ωB97M-V functional and the def2-TZVPD basis.

Each line ends with the natural charge from an NBO analysis.
Atoms and positions in Å:
1 Zn 0.3785 -0.5056 -0.5771  1.3529
2 H -1.6573 2.5351 2.8316  -0.0023
3 H -2.1806 2.7532 2.3136  0.0009
4 P 0.2116 -1.4667 1.7111  0.7124
5 P -1.0457 0.4781 -2.0931  0.7590
6 C 0.1347 0.8906 -3.4394  -0.9522
7 H -0.4329 1.2573 -4.3077  0.2232
8 H 0.8282 1.6652 -3.0839  0.2360
9 H 0.7041 -0.0110 -3.7054  0.2503
10 C -2.3502 -0.4421 -2.9276  -0.9517
11 H -3.2264 -0.5650 -2.2819  0.2546
12 H -2.6432 0.1412 -3.8118  0.2251
13 H -2.0028 -1.4301 -3.2494  0.2563
14 C -1.8053 2.1363 -1.8301  -0.9386
15 H -1.0269 2.8696 -1.5551  0.2355
16 H -2.2945 2.4453 -2.7747  0.2233
17 H -2.5547 2.0788 -1.0226  0.2482
18 C -0.4130 -3.1298 1.9478  -0.9660
19 H -0.0527 -3.4975 2.9101  0.2284
20 H -1.5031 -3.1207 1.9788  0.2451
21 H -0.0806 -3.8223 1.1746  0.2504
22 C 2.0295 -1.7611 2.0228  -1.0209
23 H 2.5679 -0.8170 2.1839  0.2093
24 H 2.1440 -2.3610 2.9419  0.1752
25 H 2.5177 -2.3146 1.2056  0.2237
26 C -0.1353 -0.6261 3.2877  -0.9561
27 H -1.1947 -0.3504 3.3082  0.2441
28 H 0.0864 -1.3156 4.1140  0.2248
29 H 0.4868 0.2720 3.3910  0.2317
30 H -0.9087 -0.5776 0.7948  -0.5489
31 H 0.9532 -1.7751 -1.3095  -0.6467
32 N 3.2788 5.4799 1.5440  -0.2769
33 C 3.0332 4.4661 0.9851  0.2627
34 C 2.9766 3.1959 0.2803  -0.1971
35 C 4.1804 2.7000 -0.2051  -0.1109
36 C 4.1767 1.4779 -0.8328  -0.2498
37 C 3.0101 0.7563 -0.9029  0.0726
38 N 1.8251 1.2371 -0.4880  -0.5503
39 C 1.8132 2.4113 0.1970  0.0797
40 H 5.0699 3.2504 -0.0360  0.2370
41 H 5.0716 1.0653 -1.2090  0.2327
42 H 3.0028 -0.2851 -1.2314  0.2396
43 H 0.9006 2.6684 0.7874  0.2339

Computed properties:
LUMO energy (alpha / beta) = -0.5 / -0.5 eV
Relative energy (zero: lowest compared OMol25 entry of this formula, charge and spin) = 26.56 kcal per mole
Frontier orbital gap (alpha / beta) = 3.512 / 3.511 eV



Entry 2:
C12H26N4O7Pt as an isolated structure, computed with the ωB97M-V functional and the def2-TZVPD basis.

Each line ends with the natural charge from an NBO analysis.
Atoms and positions in Å:
1 O 0.4664 -1.5813 -5.2897  -0.7317
2 H 0.1373 -1.3243 -6.1643  0.4615
3 Pt -0.0345 -0.2127 -0.2501  0.8634
4 N 1.8181 -0.0354 0.6569  -0.0480
5 N 0.8875 -1.8458 -0.8259  -0.0223
6 N -1.0724 1.4958 0.2144  -0.3197
7 N -1.6187 -0.2378 -1.4075  -0.1976
8 O 2.2171 0.9719 1.3229  -0.4303
9 O -0.7032 2.5847 1.0583  -0.5841
10 O -1.8211 -0.9231 -2.5581  -0.5518
11 O 0.4806 -2.5408 -1.8102  -0.4025
12 C 2.1035 -2.1519 -0.2105  0.1487
13 C 2.5513 -1.1841 0.6804  0.1409
14 C -2.3550 1.5340 -0.1294  0.1419
15 C -2.6695 0.5397 -1.0785  0.1264
16 C 3.5568 -1.2408 1.7398  -0.6581
17 H 3.1360 -1.1919 2.7430  0.2423
18 H 4.2524 -0.4157 1.6585  0.2491
19 H 4.0968 -2.1827 1.6696  0.2180
20 C 2.7691 -3.4185 -0.5434  -0.6593
21 H 3.0759 -3.4688 -1.5871  0.2499
22 H 2.1278 -4.2699 -0.3282  0.2425
23 H 3.6648 -3.4975 0.0794  0.2212
24 C -3.2962 2.4079 0.5611  -0.6693
25 C -4.0080 0.4506 -1.7005  -0.6524
26 H -2.8151 3.1988 1.0886  0.2530
27 H -3.9492 1.9122 1.2708  0.2219
28 H -3.9873 2.8286 -0.1513  0.2269
29 H -4.1419 -0.4867 -2.1783  0.2434
30 H -4.1369 1.2605 -2.4043  0.2253
31 H -4.7576 0.6033 -0.9259  0.2191
32 H -0.0707 2.2632 1.7053  0.4793
33 H -1.0669 -1.5423 -2.6696  0.5091
34 C 0.9560 -0.3983 -4.6351  -0.2583
35 H 1.5575 -0.7939 -3.8099  0.1828
36 H 0.1090 0.1300 -4.1738  0.1755
37 H 1.5417 0.2787 -5.2798  0.1696
38 O 1.3323 2.1090 -1.3142  -0.9560
39 H 0.4566 2.1871 -0.8790  0.4764
40 H 1.8407 1.5924 -0.6432  0.4682
41 C -1.4937 0.2806 3.6594  -0.7285
42 C -0.0858 0.3293 3.2018  0.5856
43 C 0.8730 1.2823 3.8409  -0.7368
44 O 0.3077 -0.5071 2.3792  -0.5833
45 H -1.6210 0.6147 4.6998  0.2224
46 H -1.8038 -0.7591 3.5714  0.2466
47 H -2.1790 0.8502 3.0123  0.2528
48 H 1.7934 0.7030 3.9981  0.2511
49 H 1.1701 2.2239 3.3401  0.2561
50 H 0.4080 1.5781 4.7960  0.2193

Computed properties:
LUMO energy (alpha / beta) = -0.7 / -1.4 eV
Relative energy (zero: lowest compared OMol25 entry of this formula, charge and spin) = 35.85 kcal per mole
Multiplicity = 3
Frontier orbital gap (alpha / beta) = 5.399 / 6.737 eV



Entry 3:
C12H26NO5P2PbS as an isolated structure, computed with the ωB97M-V functional and the def2-TZVPD basis.

Each line ends with the natural charge from an NBO analysis.
Atoms and positions in Å:
1 Pb 0.9389 -0.5605 0.0037  1.1427
2 P -1.2786 -1.9991 -0.9843  0.8824
3 C -1.6731 -0.8382 -2.3698  -0.7513
4 C -2.0134 0.5571 -1.8896  0.2372
5 N -1.1454 1.1349 -1.0450  -0.5036
6 C -1.4245 2.3429 -0.5431  0.2459
7 C -2.5494 3.0732 -0.9565  -0.2397
8 C -3.4352 2.4991 -1.8749  -0.1302
9 C -3.1724 1.2101 -2.3303  -0.2500
10 C -0.5077 2.9331 0.5095  -0.7630
11 P 1.1573 2.1916 0.4346  0.8805
12 H -3.8405 0.6680 -2.9935  0.2296
13 H -2.6835 4.0705 -0.5436  0.2324
14 H -4.3128 3.0445 -2.2100  0.2367
15 H -0.4207 4.0185 0.3636  0.2469
16 H -0.9153 2.7361 1.5135  0.2867
17 H -0.7349 -0.7756 -2.9799  0.2727
18 H -2.5017 -1.2596 -2.9565  0.2425
19 H 2.2053 0.1807 -2.7649  0.5121
20 O 1.2509 -0.1178 -2.8727  -1.0048
21 H 1.1639 -0.4769 -3.7711  0.4876
22 H 3.4262 0.1418 -1.1126  0.4888
23 O 3.5139 0.6546 -1.9572  -0.9496
24 H 4.4638 0.6721 -2.1817  0.5120
25 C 1.9601 3.1953 -0.8483  -0.9493
26 H 1.9399 4.2461 -0.5341  0.2392
27 H 2.9893 2.8546 -0.9970  0.2552
28 H 1.4312 3.0749 -1.7991  0.2535
29 C 1.8973 2.7920 1.9761  -0.9569
30 H 2.9117 2.3759 2.0356  0.2448
31 H 1.9412 3.8906 1.9583  0.2380
32 H 1.3263 2.4325 2.8418  0.2923
33 C -2.7667 -2.0237 0.0455  -0.9568
34 H -3.6592 -2.1851 -0.5764  0.2384
35 H -2.6649 -2.8441 0.7718  0.2503
36 H -2.8432 -1.0906 0.6167  0.2777
37 C -1.2946 -3.6163 -1.7989  -0.9426
38 H -0.8470 -4.3402 -1.1076  0.2532
39 H -2.3267 -3.9070 -2.0277  0.2475
40 H -0.6910 -3.5876 -2.7133  0.2517
41 C -0.8921 -1.5947 3.7752  -0.8829
42 S -0.1434 -0.2437 2.8856  2.3663
43 O -1.0019 -0.0269 1.6703  -1.0412
44 O -0.0413 0.9015 3.7661  -0.9464
45 O 1.1922 -0.7699 2.4130  -1.0361
46 H -0.4898 -1.5392 4.7931  0.2631
47 H -0.6320 -2.5437 3.2891  0.2435
48 H -1.9795 -1.4665 3.7870  0.2531

Computed properties:
LUMO energy = -3.1 eV
Relative energy (zero: lowest compared OMol25 entry of this formula, charge and spin) = 2.23 kcal per mole
Charge = +1
Frontier orbital gap = 7.918 eV



Entry 4:
One molecule with the formula C12H26O3, computed with the ωB97M-V functional and the def2-TZVPD basis.

Each line ends with the natural charge from an NBO analysis.
Atoms and positions in Å:
1 C -1.7405 1.2477 -5.3427  -0.6062
2 C -2.2573 1.0591 -3.8727  -0.3939
3 C -1.2788 0.3586 -2.9727  -0.4094
4 C -1.6504 0.2548 -1.5264  -0.4076
5 C -1.9313 1.5177 -0.7369  -0.4072
6 C -0.8135 2.5421 -0.6563  -0.4109
7 C 0.4725 1.9108 -0.1466  -0.4421
8 C 0.1642 1.1985 1.1868  -0.0875
9 O 1.3770 0.5670 1.6972  -0.3036
10 O 1.6196 -0.6624 0.9745  -0.3024
11 C 1.4841 -1.8217 1.7959  0.4965
12 C 1.7665 -2.9994 0.9098  -0.6249
13 C 2.6378 -1.6510 2.8150  -0.6838
14 O 0.2011 -1.9274 2.2943  -0.5388
15 C -0.0046 -1.4264 3.6216  -0.2644
16 H -0.8453 1.9402 -5.3808  0.2068
17 H -2.6513 1.6558 -5.9353  0.2124
18 H -1.4563 0.2090 -5.6914  0.1992
19 H -3.1939 0.4966 -3.8946  0.1949
20 H -2.3997 2.0957 -3.5496  0.1893
21 H -1.2940 -0.7027 -3.4154  0.1949
22 H -0.2780 0.6905 -3.2484  0.2034
23 H -2.5674 -0.4275 -1.4669  0.2085
24 H -0.8512 -0.2787 -0.9580  0.2144
25 H -2.1242 1.1970 0.2650  0.2014
26 H -2.8898 2.0520 -1.0538  0.2060
27 H -0.5785 3.0535 -1.6153  0.2079
28 H -1.0849 3.4580 -0.0256  0.2060
29 H 1.2591 2.6922 0.0929  0.2210
30 H 0.8407 1.0756 -0.7891  0.2230
31 H -0.1365 1.9921 1.9792  0.1873
32 H -0.6596 0.4619 1.2542  0.1958
33 H 1.5938 -3.9121 1.5318  0.2250
34 H 2.7947 -3.0187 0.5986  0.2198
35 H 1.1141 -3.0464 0.0084  0.2281
36 H 2.6175 -0.6677 3.2778  0.2353
37 H 3.6763 -1.6785 2.3719  0.2311
38 H 2.6886 -2.4115 3.6416  0.2079
39 H -1.1314 -1.4328 3.7098  0.1994
40 H 0.3570 -0.3726 3.8033  0.1885
41 H 0.5257 -2.0825 4.3122  0.1786

Computed properties:
LUMO energy = 0.9 eV
Relative energy (zero: lowest compared OMol25 entry of this formula, charge and spin) = 6.90 kcal per mole
Frontier orbital gap = 10.445 eV



Number 2 is which compound?
C12H26N4O7Pt



Which formula does entry 3 have?
C12H26NO5P2PbS